A cluster of 12 separate species, C43H59F3O36 in total in a non-equilibrium geometry. Source: the Open Molecules 2025 dataset; level of theory: ωB97M-V/def2-TZVPD.

Calculated values
Lowest unoccupied orbital energy (spin up / spin down) = 1.5 / 1.4 eV
Highest occupied orbital energy (spin up / spin down) = -0.375 / -8.605 eV
Charge = -1
2S+1 = 2

Geometry as XYZ:
```
141
Properties=species:S:1:pos:R:3:forces:R:3
F 25.2542 12.7494 -17.5574 0.57 -3.50 3.95
F 17.8862 12.7072 -24.5820 3.61 3.31 -3.94
F 21.0616 14.1629 -18.4714 -0.25 0.33 0.40
O 19.2592 7.3600 -17.5078 0.39 -0.02 -2.20
O 23.5179 13.5146 -13.5306 1.18 1.62 3.61
O 16.3855 11.1696 -24.7396 -0.52 -1.53 1.40
O 21.0572 13.1614 -24.2256 0.86 0.48 -2.53
O 19.6053 12.3127 -20.6763 -1.20 -2.54 1.13
O 24.4567 16.7670 -17.2806 0.20 -3.01 -0.24
O 19.5720 10.4249 -14.5607 0.36 0.07 0.93
O 23.0802 13.0470 -25.1912 -0.22 0.11 0.29
O 17.0211 15.1772 -20.9613 0.40 0.25 -0.51
O 21.1065 12.0034 -19.0570 -0.61 -0.22 -0.16
O 14.8291 9.4501 -17.8986 -0.79 -2.12 0.66
O 16.4731 17.1028 -21.9323 0.31 0.47 1.51
O 14.1307 7.3676 -17.3043 0.29 -0.88 1.16
O 14.8652 7.7737 -19.3759 0.50 0.32 -0.48
O 18.4288 7.2801 -19.5966 -3.07 -0.84 0.73
O 19.4621 10.4423 -19.3115 0.69 2.00 -0.98
O 25.4238 12.7125 -14.2687 -1.17 -0.09 -0.70
O 17.9425 8.9923 -14.8041 -1.06 -1.29 0.25
O 19.0709 15.2105 -15.9427 2.57 0.41 2.78
O 24.5829 14.0478 -21.5059 0.64 -0.77 0.84
O 23.4371 12.4085 -15.3379 0.76 -0.41 -1.29
O 17.1695 10.2077 -22.8378 -2.05 -2.23 -1.17
O 24.2596 14.5810 -18.1410 -2.60 0.61 0.41
O 24.2444 15.3557 -23.1820 -1.63 2.23 -0.13
O 22.7523 8.7640 -15.0070 0.26 1.68 1.94
O 21.4506 13.7590 -26.5039 -2.28 -0.36 2.28
O 20.5462 7.3670 -19.3880 1.88 0.29 0.48
O 17.4744 15.4248 -17.2904 -3.55 1.87 -2.06
O 26.1973 15.4640 -17.9378 0.06 1.50 1.13
O 24.1306 8.0034 -13.3368 -1.15 -0.27 -2.39
O 15.8196 8.9670 -24.3158 1.61 3.24 1.18
O 17.7127 13.5113 -16.1749 -0.29 1.39 -0.40
O 16.8249 15.3480 -23.1946 1.41 -0.87 0.54
O 22.8797 15.5400 -21.3089 3.00 -1.86 -2.32
O 23.7819 6.8828 -15.2714 0.59 -1.04 -0.64
O 19.0900 9.0020 -12.8531 -0.40 0.82 -2.51
C 24.8806 15.6895 -17.6597 0.96 1.13 -1.62
C 16.9792 12.1418 -23.9241 -2.72 0.68 2.51
C 19.3904 7.3444 -18.7215 0.66 0.02 2.39
C 22.1528 13.6367 -13.7757 0.46 -1.61 0.39
C 26.3324 14.3362 -18.7331 3.02 0.25 -1.90
C 23.6151 7.8807 -14.4374 0.15 1.55 2.13
C 25.5243 14.8916 -23.5104 0.78 -1.40 1.31
C 19.1781 10.4976 -15.9199 2.06 -0.78 -0.90
C 22.3036 8.4178 -16.2971 0.04 -0.73 0.90
C 15.9845 16.0391 -25.2567 0.00 1.63 0.13
C 15.0042 10.1125 -19.1425 1.93 -0.38 0.91
C 18.0097 14.6679 -16.4397 0.43 -5.04 1.67
C 17.6848 11.5159 -22.7812 0.27 -1.54 0.15
C 18.8914 9.4236 -13.9862 0.82 -0.46 3.12
C 22.5815 9.4346 -17.3258 0.17 1.61 -0.80
C 20.6918 16.7090 -16.8589 0.05 1.68 0.81
C 24.4919 12.2715 -27.0031 -0.85 1.19 0.62
C 21.7806 13.3165 -25.1959 -0.63 0.12 0.04
C 22.1419 12.8326 -15.0704 -2.63 0.25 -1.11
C 19.2693 16.5696 -16.3159 -0.80 -0.74 -1.64
C 22.5750 14.0655 -27.2563 0.78 -0.61 -0.57
C 20.3429 7.3190 -20.8004 1.60 -1.44 -0.84
C 21.3333 13.3226 -19.4869 -0.24 -0.23 -2.00
C 16.3674 10.0180 -23.9990 0.24 -2.22 0.08
C 25.1613 13.5278 -18.5474 -2.39 2.07 -1.12
C 14.6418 8.0862 -18.0772 -1.09 2.23 -1.63
C 21.8508 15.0822 -13.8181 -1.21 1.29 -1.62
C 16.9394 16.3966 -24.1156 -1.56 1.18 -0.40
C 25.6152 13.7568 -22.4565 0.66 -0.64 -1.17
C 18.8858 7.5249 -20.8686 -0.31 1.17 -2.06
C 15.3023 8.9366 -20.1255 -0.59 0.41 0.75
C 17.8430 9.8342 -15.8986 -0.57 2.74 -1.75
C 16.5186 17.6269 -23.1929 0.18 0.03 -3.27
C 23.8300 15.0207 -21.9435 -2.66 2.22 0.74
C 23.6848 13.4861 -26.4009 1.71 -0.44 -1.13
C 18.2587 16.5650 -17.4603 1.31 1.06 -2.35
C 19.9635 11.4965 -19.6493 0.54 -0.80 0.28
C 20.3473 13.4744 -20.6818 0.94 1.58 0.65
C 23.0871 7.1568 -16.4773 -0.43 -1.41 -1.28
C 24.2284 12.8610 -14.3874 2.69 -0.59 0.18
C 16.2382 10.9513 -18.8149 0.10 0.10 -0.89
C 20.8512 5.9636 -21.3964 -0.18 0.64 0.14
C 16.8688 15.8358 -21.9511 -1.16 -1.67 1.50
H 22.2239 10.4280 -17.0548 -0.44 -0.09 0.13
H 21.2996 15.8084 -16.7708 -0.32 0.13 -0.02
H 16.3652 8.8448 -20.3487 -0.08 0.02 0.06
H 15.8939 16.9158 -25.8981 0.82 -0.13 -0.76
H 17.1888 10.6986 -15.7854 -1.03 -0.43 0.80
H 15.5470 17.9756 -23.5429 -0.13 0.23 0.40
H 24.8026 12.4055 -28.0393 0.19 0.48 0.11
H 24.2659 14.3682 -26.1319 0.83 -0.51 0.02
H 21.5503 11.9171 -15.0699 -0.40 0.34 0.28
H 14.7335 9.0382 -21.0498 -0.01 -0.36 0.07
H 17.5881 11.9093 -21.7693 -0.27 0.22 -0.39
H 16.2543 12.8810 -23.5832 -0.51 0.00 -0.35
H 18.7283 11.4764 -23.0936 0.21 0.08 0.44
H 17.2615 18.4200 -23.2780 -0.12 0.08 0.17
H 22.3326 13.5108 -19.8793 0.23 -0.28 0.75
H 27.2829 13.8627 -18.4868 -0.20 -0.24 0.08
H 21.9105 5.7647 -21.2335 -0.08 0.12 0.68
H 18.9044 17.2390 -15.5369 0.66 -0.07 0.36
H 20.8163 15.2308 -14.1276 -0.40 -0.12 0.55
H 20.8516 13.5814 -21.6422 0.05 0.05 0.11
H 24.7144 12.9545 -19.3597 0.14 0.64 -0.44
H 19.3661 11.5228 -16.2389 -0.85 -0.10 -0.19
H 20.8186 5.9539 -22.4858 -0.53 0.35 -0.11
H 20.2276 5.1428 -21.0419 0.16 -0.08 0.14
H 18.4714 6.9095 -21.6671 -0.63 -0.07 0.44
H 21.1634 17.5274 -16.3148 0.44 -0.21 0.17
H 22.3757 6.3477 -16.6424 0.45 -0.29 -0.32
H 26.3618 14.5951 -19.7915 0.20 0.47 -0.08
H 14.9347 16.0514 -24.9636 0.04 -0.92 0.71
H 25.3947 12.8107 -22.9510 -0.04 -0.22 0.30
H 16.3723 11.7006 -19.5950 0.26 0.41 0.31
H 19.6807 14.3152 -20.4904 0.03 0.13 -0.15
H 17.5665 9.3969 -16.8580 0.24 -0.73 0.52
H 23.7794 7.3004 -17.3068 0.21 -0.52 0.10
H 26.5726 13.6968 -21.9390 -0.12 0.04 -0.03
H 22.0790 15.7247 -12.9677 0.05 -0.64 0.25
H 25.5635 14.5889 -24.5568 -0.20 -0.38 0.15
H 19.8397 9.8268 -16.4679 0.40 0.19 -0.24
H 14.1054 10.6960 -19.3417 0.03 -0.07 -0.27
H 17.1290 10.3240 -18.7840 -0.09 -0.20 -0.44
H 16.3096 15.1322 -25.7666 -0.23 0.22 -0.09
H 21.7699 13.5350 -15.8164 0.13 -0.37 -0.73
H 21.2379 8.1956 -16.2428 -0.04 0.14 0.04
H 26.3687 15.5682 -23.3793 -0.53 0.76 0.24
H 18.7138 8.5832 -21.0648 -0.37 -0.01 -0.32
H 22.1016 9.1570 -18.2642 -0.10 -0.06 0.01
H 17.7298 17.4760 -17.7406 -0.57 -0.15 0.83
H 20.6867 17.0772 -17.8848 -0.03 -0.39 -0.11
H 23.8477 11.3926 -27.0281 -0.09 -0.01 0.29
H 22.6786 15.1286 -27.4735 -0.10 0.31 0.65
H 22.5730 13.6310 -28.2560 -0.48 -0.56 0.13
H 23.6302 9.6376 -17.5428 0.30 -0.52 0.22
H 16.2124 11.3374 -17.7959 -0.53 0.62 -0.32
H 21.6185 13.0786 -13.0069 -0.10 0.26 0.21
H 17.9516 16.5774 -24.4776 0.15 -0.58 0.09
H 25.3462 12.1014 -26.3479 0.13 -0.22 -0.15
H 18.8184 16.3608 -18.3731 0.19 -0.01 -0.18
H 20.8154 8.1378 -21.3430 0.50 0.08 0.58
H 22.3293 15.5318 -14.6882 0.67 -0.04 0.03
```
Forces are in eV/Å.